# 1
81
Properties=species:S:1:pos:R:3 method="wB97M-V/def2-TZVPD" charge=+1 s_squared=0.75 relative_energy_kcal_mol=0.0 e_homo_ev="-9.236 / -9.236" gap_ha="0.23588 / 0.23564" spin_multiplicity=2
Yb -0.644 -1.469 0.388
Cl -5.894 -5.912 2.026
C -4.941 -4.480 1.801
C -5.564 -3.254 1.796
C -4.838 -2.082 1.795
I -5.842 -0.317 2.004
C -3.410 -2.019 1.772
O -2.677 -0.946 1.826
C -2.780 -3.313 1.596
N -1.400 -3.320 1.508
C -0.710 -4.460 1.523
C -1.378 -5.701 1.556
C -2.786 -5.761 1.610
C -3.515 -4.564 1.660
H -6.658 -3.211 1.869
H 0.398 -4.442 1.481
H -0.817 -6.639 1.442
H -3.333 -6.710 1.641
C -1.535 1.387 3.144
C -1.504 1.448 1.608
O -0.714 0.753 0.906
C -2.455 2.428 1.024
C -2.561 2.563 -0.358
C -3.533 3.405 -0.890
C -4.495 3.978 -0.083
C -4.417 3.775 1.301
C -3.352 3.085 1.842
H -0.759 0.665 3.454
H -2.535 1.096 3.454
H -1.314 2.403 3.459
H -1.862 1.929 -0.959
H -3.601 3.515 -1.978
H -5.366 4.555 -0.449
H -5.101 4.292 2.007
H -3.329 2.984 2.946
F 2.321 0.342 1.075
B 2.129 -0.875 0.468
F 3.296 -1.511 0.165
F 1.291 -0.675 -0.722
F 1.266 -1.797 1.284
S 0.298 -4.396 -5.503
C -0.167 -3.546 -4.085
S -1.250 -2.246 -4.187
C -1.408 -2.148 -2.456
N -0.475 -2.881 -1.837
N 0.125 -3.732 -2.750
C 1.128 -4.635 -2.302
C 2.138 -4.302 -1.382
C 3.206 -5.189 -1.223
C 3.249 -6.386 -1.875
C 2.156 -6.777 -2.678
C 1.178 -5.865 -3.014
S -2.586 -1.243 -1.660
H 2.067 -3.318 -0.916
H 3.975 -4.775 -0.584
H 4.053 -7.080 -1.743
H 2.166 -7.783 -3.097
H 0.378 -6.131 -3.731
C 3.808 6.310 0.222
N 4.428 4.965 0.456
C 4.670 4.197 -0.855
N 3.473 4.147 -1.656
C 2.930 5.490 -1.858
N 2.643 6.150 -0.567
C 1.510 5.587 0.139
P 1.782 3.794 0.517
C 3.469 4.129 1.362
C 2.486 3.193 -1.181
H 4.545 6.864 -0.373
H 3.553 6.822 1.184
H 5.342 5.073 0.876
H 4.997 3.127 -0.581
H 5.533 4.723 -1.332
H 2.000 5.425 -2.472
H 3.696 6.064 -2.421
H 0.553 5.781 -0.435
H 1.376 6.132 1.049
H 3.905 3.185 1.685
H 3.348 4.749 2.255
H 1.688 3.159 -1.916
H 2.951 2.219 -1.067

# 2
64
Properties=species:S:1:pos:R:3 method="wB97M-V/def2-TZVPD" charge=+1 s_squared=0.76 e_homo_ev="-10.630 / -10.595" gap_ha="0.27912 / 0.27902" spin_multiplicity=2
Cr 0.191 -0.440 -1.075
C 1.936 -2.850 -1.371
C 3.008 -1.966 -0.776
N 2.327 -0.776 -0.257
C 3.056 0.489 -0.319
C 2.669 1.279 -1.545
C 3.448 2.266 -2.122
C 2.960 2.916 -3.243
C 1.727 2.556 -3.772
C 1.001 1.567 -3.137
C -0.367 1.133 -3.595
N -0.662 -0.237 -3.128
C -0.196 -1.304 -4.049
C 0.261 -2.496 -3.234
N 1.159 -1.934 -2.217
N 1.473 0.961 -2.039
H 1.280 -3.238 -0.588
H 2.337 -3.694 -1.937
H 3.727 -1.663 -1.542
H 3.571 -2.496 -0.005
H 1.972 -0.920 0.686
H 4.140 0.348 -0.300
H 2.801 1.073 0.568
H 4.414 2.506 -1.699
H 3.546 3.692 -3.715
H 1.335 3.031 -4.661
H -0.453 1.226 -4.681
H -1.102 1.799 -3.145
H -1.666 -0.316 -3.012
H 0.635 -0.900 -4.633
H -0.975 -1.587 -4.759
H 0.762 -3.232 -3.867
H -0.572 -2.983 -2.730
H 1.826 -1.356 -2.726
Cl -6.887 0.752 0.030
C -5.178 0.746 -0.254
C -4.533 1.959 -0.548
C -3.185 2.001 -0.776
Cl -2.420 3.506 -1.150
C -2.387 0.829 -0.708
O -1.111 0.923 -0.900
C -3.064 -0.382 -0.442
C -2.395 -1.650 -0.452
O -1.195 -1.846 -0.690
C -4.460 -0.411 -0.209
H -5.110 2.874 -0.593
H -3.015 -2.533 -0.261
H -4.949 -1.353 0.003
F 0.828 -0.189 8.437
C -0.248 0.351 7.840
F -0.338 1.624 8.251
F -1.323 -0.302 8.315
C -0.161 0.241 6.342
C -0.185 1.369 5.539
C -0.101 1.235 4.161
C 0.005 -0.025 3.577
C 0.023 -1.154 4.400
C -0.058 -1.022 5.772
C 0.091 -0.157 2.141
C 0.130 -0.262 0.931
H -0.270 2.349 5.987
H -0.122 2.113 3.529
H 0.097 -2.136 3.951
H -0.044 -1.901 6.404

# 3
32
Properties=species:S:1:pos:R:3 method="wB97M-V/def2-TZVPD" charge=+2 relative_energy_kcal_mol=11.8 e_homo_ev=-15.441 gap_ha=0.24457
Au -0.324 0.878 0.299
C 2.428 -0.540 -2.644
C 1.274 -0.379 -1.723
N 0.783 0.782 -1.429
N 1.214 1.887 -2.052
C 0.757 3.010 -1.613
N 1.086 4.141 -2.229
S -0.290 3.166 -0.201
C 0.586 -1.526 -1.132
C 0.790 -2.822 -1.556
C -0.006 -3.837 -1.036
C -0.994 -3.525 -0.121
C -1.130 -2.205 0.279
N -0.353 -1.241 -0.207
H 2.851 0.421 -2.907
H 2.125 -1.049 -3.562
H 3.193 -1.159 -2.170
H 1.652 4.105 -3.063
H 0.755 5.039 -1.914
H 1.548 -3.040 -2.294
H 0.147 -4.862 -1.349
H -1.641 -4.285 0.293
H -1.874 -1.927 1.008
N -0.691 1.733 3.203
C -1.361 1.435 4.322
C -2.320 0.495 4.000
C -2.165 0.274 2.638
N -1.172 1.032 2.161
H 0.038 2.421 3.090
H -1.130 1.904 5.265
H -3.037 0.035 4.657
H -2.740 -0.360 1.985

# 4
72
Properties=species:S:1:pos:R:3 method="wB97M-V/def2-TZVPD" smiles="Cc1ccccc1C[C@@H]1OC(=O)O[C@H]1[C@@H](C)F.c1cc[nH]c1.c1cc[nH]c1.c1cc[nH]c1.c1cc[nH]c1" relative_energy_kcal_mol=0.0 e_homo_ev=-7.869 gap_ha=0.30090
C -1.241 3.422 1.913
C -0.627 2.866 0.596
C -0.199 3.864 -0.406
C 0.348 3.465 -1.695
C 0.489 2.039 -1.978
C 0.080 1.038 -0.985
C -0.480 1.439 0.320
C -0.910 0.314 1.307
C 0.176 -0.097 2.361
O -0.387 -1.220 3.062
C -1.279 -0.661 4.006
O -2.249 -1.186 4.416
O -0.799 0.637 4.291
C 0.439 0.813 3.604
C 1.648 0.412 4.557
C 2.113 1.693 5.369
F 1.295 -0.552 5.518
H -2.323 3.141 2.056
H -1.180 4.547 1.903
H -0.713 3.084 2.846
H -0.314 4.946 -0.141
H 0.627 4.286 -2.405
H 0.925 1.745 -2.964
H 0.205 -0.032 -1.285
H -1.904 0.600 1.735
H -1.097 -0.605 0.678
H 1.181 -0.230 1.886
H 0.747 1.842 3.279
H 2.537 0.092 3.944
H 2.652 1.369 6.300
H 1.240 2.326 5.675
H 2.845 2.309 4.778
N 3.127 3.919 -4.182
C 2.766 4.758 -5.202
C 3.872 5.481 -5.566
C 4.944 5.059 -4.738
C 4.454 4.093 -3.896
H 2.512 3.275 -3.715
H 1.755 4.768 -5.578
H 3.909 6.229 -6.342
H 5.959 5.422 -4.757
H 4.933 3.518 -3.121
N -2.658 -3.747 9.039
C -2.759 -3.970 7.691
C -2.368 -2.826 7.043
C -2.013 -1.879 8.037
C -2.200 -2.476 9.258
H -2.885 -4.413 9.756
H -3.100 -4.920 7.312
H -2.339 -2.685 5.974
H -1.660 -0.872 7.875
H -2.048 -2.107 10.260
N -0.886 -2.630 -3.188
C -2.058 -2.380 -3.854
C -3.068 -2.339 -2.929
C -2.486 -2.568 -1.656
C -1.140 -2.741 -1.847
H 0.020 -2.717 -3.617
H -2.069 -2.254 -4.925
H -4.111 -2.164 -3.143
H -2.997 -2.602 -0.706
H -0.342 -2.935 -1.147
N -0.261 -3.965 -6.190
C 1.034 -3.731 -6.570
C 1.080 -3.730 -7.940
C -0.239 -3.967 -8.406
C -1.044 -4.104 -7.305
H -0.587 -4.024 -5.241
H 1.809 -3.588 -5.833
H 1.962 -3.576 -8.541
H -0.561 -4.028 -9.434
H -2.102 -4.290 -7.217

# 5
16
Properties=species:S:1:pos:R:3 method="wB97M-V/def2-TZVPD" charge=+1 s_squared=0.76 relative_energy_kcal_mol=55.4 e_homo_ev="-14.528 / -14.794" gap_ha="0.38474 / 0.26078" spin_multiplicity=2
C -1.959 -0.541 -0.093
C -1.206 -1.664 -0.240
N 0.086 -1.425 -0.179
C 0.260 0.056 -0.285
C -1.011 0.648 -0.209
C 1.468 0.596 -0.969
H -3.073 -0.408 -0.313
H -1.828 -2.495 -0.747
H 0.965 -2.013 -0.240
H -0.988 1.720 -0.541
H 1.657 0.142 -1.925
H 1.124 1.667 -1.186
H 2.383 0.242 -0.309
H 0.221 0.997 3.098
H 0.836 1.376 1.605
O 1.064 1.103 2.532

# 6
65
Properties=species:S:1:pos:R:3 method="wB97M-V/def2-TZVPD" e_homo_ev=-9.311 gap_ha=0.31515
F -2.194 -2.197 4.190
C -2.162 -0.878 4.406
C -1.014 -0.203 4.637
C -0.982 1.203 4.902
C -2.117 1.949 4.909
C -3.336 1.254 4.634
N -4.530 1.864 4.613
S -5.574 0.680 4.275
N -4.620 -0.606 4.173
C -3.384 -0.144 4.395
H -0.076 -0.748 4.631
H -0.021 1.662 5.100
H -2.147 3.011 5.106
O 1.518 -3.798 -0.598
P 2.227 -3.658 0.699
O 2.673 -2.084 0.775
C 1.859 -1.049 0.231
C 0.998 -0.404 1.302
O 3.652 -4.380 0.383
C 3.799 -5.289 -0.706
C 4.445 -4.595 -1.887
O 2.492 -3.950 2.278
C 1.586 -3.408 3.243
C 0.153 -3.834 3.007
H 1.229 -1.408 -0.583
H 2.534 -0.300 -0.188
H 0.291 -1.127 1.718
H 0.430 0.430 0.886
H 1.615 -0.034 2.123
H 2.844 -5.733 -0.983
H 4.444 -6.099 -0.360
H 3.865 -3.725 -2.197
H 4.537 -5.274 -2.736
H 5.439 -4.236 -1.617
H 1.680 -2.319 3.262
H 1.917 -3.769 4.217
H -0.211 -3.483 2.034
H -0.495 -3.432 3.778
H 0.072 -4.922 3.009
O -0.373 2.245 -1.664
P -0.658 2.421 -3.112
O -1.997 3.361 -3.172
C -2.240 4.386 -2.214
C -1.800 5.743 -2.730
O -1.270 0.970 -3.515
C -1.035 -0.181 -2.705
C -2.239 -0.458 -1.830
O -0.269 2.629 -4.679
C 0.258 3.884 -5.120
C 1.510 4.288 -4.369
H -1.757 4.174 -1.259
H -3.317 4.397 -2.034
H -0.720 5.765 -2.891
H -2.055 6.527 -2.016
H -2.282 5.969 -3.683
H -0.130 -0.066 -2.109
H -0.873 -1.025 -3.378
H -2.481 0.404 -1.207
H -2.059 -1.319 -1.182
H -3.116 -0.661 -2.446
H -0.514 4.654 -5.051
H 0.491 3.766 -6.178
H 1.307 4.415 -3.299
H 1.905 5.227 -4.755
H 2.277 3.518 -4.462